# 1
C8H15BrF4I2OP | ωB97M-V with the def2-TZVPD basis set

## Properties
E: -116991.783 eV
gap between HOMO and LUMO: 0.2727 Ha
strongest force on any atom: 0.033 Eh/bohr
HOMO energy: -5.0 eV
net charge: -1

Atoms and positions in Å:
H (1.2043, 2.0370, -0.3462)
H (-0.9176, 2.4791, 2.5685)
H (-1.6567, -0.9616, 1.2105)
H (-1.0390, -2.8239, 0.1728)
C (-0.6899, 1.2337, -1.2080)
F (-0.9035, 0.6457, -2.4327)
Br (-2.8425, -1.0918, -1.1968)
H (0.5435, -4.0301, -2.9469)
H (-0.3858, 0.3456, 2.5124)
C (-0.0315, -2.4191, 0.0704)
H (0.8953, -4.2537, -0.5388)
F (1.5545, 0.6253, -1.7243)
H (0.4794, -2.5409, 1.0282)
C (0.7346, -3.2571, -0.9384)
H (0.0707, -2.3553, -2.7692)
F (0.8753, 2.6868, -2.1988)
H (1.6980, -2.7741, -1.0879)
C (0.7844, 1.6556, -1.2732)
H (-0.9988, -3.5773, -2.1841)
I (-3.2057, 1.4284, 1.1021)
H (0.7359, 4.0838, 2.5705)
C (0.0483, -3.3248, -2.2880)
C (-0.0488, 0.7988, 1.5917)
F (-1.4544, 2.3624, -1.1905)
C (1.0648, 3.0693, 2.3498)
O (-0.0008, -1.0776, -0.3274)
H (1.8532, 3.1596, 1.6146)
H (1.4230, 2.6519, 3.2809)
P (-1.1998, -0.0401, 0.2502)
H (-0.4534, 2.8518, 0.9130)
C (-0.1649, 2.3263, 1.8141)
I (2.0279, 0.0864, 1.6015)

# 2
C14H23BrNO | ωB97M-V with the def2-TZVPD basis set

## Properties
E: -88465.613 eV
gap between HOMO and LUMO: 0.3272 Ha
strongest force on any atom: 0.013 Eh/bohr
HOMO energy: -11.5 eV
net charge: +1
structure (SMILES): CC[C@H](C)[NH2+]CCCCOc1ccc(Br)cc1
energy relative to the best compared isomer or geometry (same formula, charge and spin): 11.2 kJ/mol

Atoms and positions in Å:
H (0.6553, 1.9343, 1.6777)
H (-0.3666, -0.9821, 0.5288)
Br (-1.3626, 2.9148, -5.3023)
H (2.9004, -2.2221, 1.2662)
H (1.7076, -0.1621, 0.9799)
C (1.2680, -2.9161, 0.0429)
C (1.8147, -2.2949, 1.3365)
C (-0.7459, 0.5669, 3.5174)
H (1.8837, -3.7839, -0.1906)
H (0.9832, 1.1412, -4.9473)
H (-2.6877, 1.8515, -2.8789)
C (1.2920, -0.8975, 1.6685)
C (-0.2997, 1.6302, 1.2482)
H (-1.4149, 3.1641, 2.3040)
C (-1.3898, 0.3911, -2.0134)
H (-1.3819, 1.3810, 3.8507)
H (-0.8534, 3.6365, 0.7077)
H (-0.1394, 1.3585, 0.2026)
C (-0.8829, 1.6053, -4.0085)
C (-1.2611, 2.8143, 1.2879)
H (1.5924, -0.6333, 2.6825)
H (-1.0783, -0.3364, 4.0245)
C (0.3215, 0.9319, -4.1222)
N (-0.1850, -0.8394, 1.5542)
H (0.2484, -3.2816, 0.1846)
H (-2.0619, 0.1567, -1.2018)
C (-1.7457, 1.3329, -2.9562)
H (-2.2245, 2.5455, 0.8625)
H (2.1700, -1.3623, -1.1838)
H (0.2698, 0.7963, 3.8275)
O (0.0992, -1.1779, -1.0994)
H (1.6208, -0.5280, -3.2842)
C (0.6807, -0.0128, -3.1753)
H (1.2396, -2.5813, -2.0902)
C (-0.8582, 0.4257, 2.0079)
H (1.5930, -2.9770, 2.1594)
C (-0.1733, -0.2809, -2.1164)
H (-1.9146, 0.3050, 1.7425)
C (1.2702, -1.9884, -1.1708)
H (-0.5829, -1.6258, 2.0768)

# 3
C5H7NO | ωB97M-V with the def2-TZVPD basis set

## Properties
E: -8835.054 eV
gap between HOMO and LUMO: 0.3977 Ha
strongest force on any atom: 0.010 Eh/bohr
HOMO energy: -9.8 eV
structure (SMILES): C=C[C@H]1CNC1=O
energy relative to the best compared isomer or geometry (same formula, charge and spin): 110.9 kJ/mol

Atoms and positions in Å:
C (0.4063, -0.9947, -0.9058)
H (0.0011, -1.4000, -2.9364)
C (1.2939, 1.0805, 0.4166)
N (0.1448, 1.9553, 0.6776)
C (-0.1424, -0.7373, -2.0886)
H (1.0085, -1.8919, -0.7681)
H (-0.7684, 0.1379, -2.2403)
H (2.0318, 1.0165, 1.2203)
H (0.2156, -0.6576, 1.2166)
H (1.7872, 1.2955, -0.5379)
C (-0.7792, 1.0263, 0.2610)
O (-1.9402, 1.1155, -0.0487)
C (0.2826, -0.0932, 0.2806)
H (0.0656, 2.9596, 0.5881)

# 4
C5H6OS | ωB97M-V with the def2-TZVPD basis set

## Properties
E: -18161.748 eV
gap between HOMO and LUMO (alpha / beta): 0.2929 / 0.2464 Ha
strongest force on any atom: 0.053 Eh/bohr
HOMO energy (alpha / beta): -7.3 / -9.5 eV
spin multiplicity: 3
energy relative to the best compared isomer or geometry (same formula, charge and spin): 0.0 kJ/mol

Atoms and positions in Å:
O (2.4174, -0.9325, -2.3923)
C (-0.0724, 0.3918, 0.7889)
H (-1.6004, 1.5540, 1.6802)
C (-0.4657, 0.1688, -0.5756)
C (0.2890, -0.3379, -1.5690)
H (-1.4925, 0.4451, -0.8030)
H (-0.7951, 0.4441, 2.7936)
C (1.6324, -0.9149, -1.4780)
H (-0.1323, -0.3523, -2.5668)
H (1.8619, -1.3992, -0.5086)
H (-1.9650, -0.1697, 1.6054)
C (-1.1728, 0.5546, 1.7810)
S (1.4956, 0.5482, 1.2442)

# 5
C5H11NO | ωB97M-V with the def2-TZVPD basis set

## Properties
E: -8900.469 eV
gap between HOMO and LUMO: 0.3787 Ha
strongest force on any atom: 0.015 Eh/bohr
HOMO energy: -9.3 eV
structure (SMILES): NCCCCC=O
energy relative to the best compared isomer or geometry (same formula, charge and spin): 118.5 kJ/mol

Atoms and positions in Å:
H (-0.0817, 2.1164, 0.3370)
N (-1.5101, -2.1680, 0.9184)
H (0.0911, -0.1558, 1.3638)
C (-1.2045, -1.1138, -0.0356)
H (1.1335, -0.1241, -1.3616)
O (3.4580, 1.2496, -0.4132)
H (-0.9299, 1.4323, -1.0545)
H (-2.0720, -0.8573, -0.6402)
H (-2.2255, -2.8159, 0.6244)
H (2.0889, 1.0969, 1.0206)
H (-1.4849, 0.5467, 1.3054)
C (2.3179, 1.0938, -0.0695)
C (1.1370, 0.8995, -0.9930)
H (1.3063, 1.5883, -1.8151)
C (-0.1755, 1.2270, -0.2923)
H (-0.4426, -1.4574, -0.7507)
H (-0.7020, -2.7051, 1.1932)
C (-0.7041, 0.1468, 0.6629)

# 6
C5H6O3 | ωB97M-V with the def2-TZVPD basis set

## Properties
E: -11420.671 eV
gap between HOMO and LUMO: 0.3605 Ha
strongest force on any atom: 0.135 Eh/bohr
HOMO energy: -9.6 eV
structure (SMILES): O=C1COC=COC1
energy relative to the best compared isomer or geometry (same formula, charge and spin): 361.0 kJ/mol

Atoms and positions in Å:
C (-0.0635, -0.6741, -1.5101)
H (0.2970, 1.5321, -0.8754)
C (-0.4763, 0.8784, 0.8963)
C (0.5505, -0.2152, 1.3992)
O (-1.0637, 0.2316, -1.4251)
O (-0.1957, -1.4000, 0.7770)
C (-0.7018, 1.1930, -0.5143)
H (1.7084, -0.1821, 1.1182)
H (-1.4926, 1.8500, -0.5695)
H (0.4753, -0.2241, 2.4649)
H (1.2455, -2.1384, -0.6596)
H (0.4912, -0.9037, -2.3661)
C (0.2759, -1.6015, -0.5239)
O (-1.0502, 1.6540, 1.7882)